1.
This record from OMol25 describes C43H40CaN5PS2Si as an isolated structure. The level of theory is ωB97M-V/def2-TZVPD.

The calculation puts the energy relative to the best compared isomer or geometry (same formula, charge and spin) at 1.497 eV. The orbital gap comes out at 5.28 eV. The charge is -2. Its HOMO energy is -0.9 eV.

Each line ends with the Löwdin charge.
CARTESIAN COORDINATES (ANGSTROEM)
1 Ca -0.6074 0.0822 0.6490  1.022
2 S -0.7927 0.1043 -2.3489  0.627
3 S -0.5375 -2.6318 0.4890  0.690
4 P 1.3949 -2.0198 1.3332  0.771
5 Si 0.5884 1.9185 -4.8606  0.528
6 N -2.9509 2.0235 -0.3534  -0.026
7 N 0.5561 1.6093 -0.6870  -0.116
8 N -1.8709 -3.4721 2.6982  0.060
9 N -2.7526 -0.5575 0.8307  -0.206
10 N -2.8148 -1.6514 1.6569  -0.011
11 C 0.9864 2.0802 -3.0275  -0.270
12 C 2.4817 -6.0296 1.0518  -0.106
13 C 0.2033 -1.2264 3.8278  -0.251
14 C -4.0118 1.0362 -0.4110  -0.266
15 C 2.3475 -3.6134 1.1749  -0.389
16 C 2.0061 1.0248 -5.7503  -0.181
17 C -3.3892 2.4295 2.0264  -0.032
18 C -3.7698 2.9160 -2.4142  -0.116
19 C -5.0727 2.3675 -2.1241  -0.141
20 C 0.6086 -2.2723 6.0221  -0.082
21 C 3.7278 -3.5657 0.9686  -0.095
22 C 1.9602 -1.8017 -0.6900  -0.387
23 C 0.8864 -2.3314 3.2050  -0.345
24 C -1.7324 3.7290 0.8719  -0.038
25 C -0.9344 0.8663 3.7177  -0.161
26 C 2.4221 -2.2969 -3.0215  -0.115
27 C 2.2271 3.2096 -1.2793  -0.099
28 C 3.3121 -1.2318 -3.0913  -0.135
29 C 0.3166 1.3309 -2.0002  -0.820
30 C -1.1637 0.8453 5.1084  -0.112
31 C 1.9519 2.9828 -2.6314  -0.116
32 C 1.3364 -3.2592 5.4209  -0.121
33 C -2.7065 2.7159 0.8314  -0.216
34 C 3.5126 -0.4332 -1.9750  -0.113
35 C 1.7378 -4.8668 1.2077  -0.132
36 C -1.8446 -2.4742 1.7236  -0.756
37 C -3.8616 -0.1769 0.2396  -0.154
38 C 4.4720 -4.7224 0.8096  -0.105
39 C 0.0433 -1.2286 5.2484  -0.200
40 C -1.0366 1.1950 -5.4853  -0.220
41 C -2.1926 4.1682 3.1993  -0.136
42 C 0.6220 3.7009 -5.5484  -0.196
43 C 1.7577 -2.5744 -1.8352  -0.146
44 C -0.2769 -0.1379 3.0211  -0.210
45 C -1.4787 4.4288 2.0384  -0.109
46 C 2.8400 -0.7276 -0.7959  -0.180
47 C -2.7342 2.6881 -1.5939  -0.132
48 C 1.4738 -3.2825 4.0179  -0.132
49 C -0.6722 -0.1785 5.8692  -0.087
50 C 3.8523 -5.9655 0.8532  -0.126
51 C -3.1471 3.1584 3.1745  -0.133
52 C -5.1441 1.3793 -1.1870  -0.088
53 C 1.4802 2.5108 -0.3577  -0.182
54 H -0.7994 -0.1889 6.9486  0.088
55 H 2.5042 3.5447 -3.3806  0.088
56 H -1.8830 1.6057 -4.9324  0.012
57 H -0.9381 -3.7517 2.9675  0.040
58 H 4.1893 0.4145 -2.0280  0.090
59 H 1.5752 4.1949 -5.3422  0.009
60 H -5.9271 2.6307 -2.7344  0.066
61 H 2.9681 1.4849 -5.5087  0.023
62 H 2.0506 -0.0216 -5.4461  0.011
63 H 3.0076 -0.1182 0.0930  0.075
64 H -2.4001 -3.1693 3.5050  0.083
65 H -1.1683 3.9584 -0.0229  0.092
66 H -1.7227 2.9938 -1.8321  0.087
67 H -6.0546 0.7966 -1.0688  0.097
68 H -1.7210 1.6570 5.5695  0.082
69 H 2.9838 3.9165 -0.9665  0.083
70 H 5.5433 -4.6585 0.6529  0.089
71 H 1.9844 -6.9930 1.0916  0.091
72 H -2.0001 4.7254 4.1080  0.087
73 H 4.4345 -6.8731 0.7395  0.083
74 H -0.7067 5.1903 2.0434  0.093
75 H 1.6242 2.6699 0.7086  0.112
76 H -4.7346 -0.8358 0.2570  0.117
77 H 0.6680 -4.9320 1.3582  0.074
78 H -3.6074 3.4337 -3.3530  0.087
79 H 0.4771 3.7000 -6.6322  0.016
80 H 2.2569 -2.9153 -3.8995  0.088
81 H 2.0428 -4.0953 3.5820  0.077
82 H 4.2169 -2.5995 0.9313  0.102
83 H 3.8539 -1.0284 -4.0083  0.082
84 H -4.1209 1.6375 2.0373  0.106
85 H -1.3036 1.7409 3.1797  0.040
86 H 0.4605 -2.2672 7.0991  0.090
87 H -1.0566 0.1170 -5.3383  0.003
88 H 1.0699 -3.4158 -1.7965  0.081
89 H -0.1710 4.3062 -5.1025  0.024
90 H -3.7122 2.9323 4.0716  0.100
91 H 1.8002 -4.0394 6.0179  0.083
92 H 1.8723 1.0634 -6.8352  0.019
93 H -1.1660 1.4169 -6.5508  0.020

2.
This record from OMol25 describes C32H24BrF12N2O4ReS as an isolated structure. The level of theory is ωB97M-V/def2-TZVPD.

The calculation puts the energy relative to the best compared isomer or geometry (same formula, charge and spin) at 0.243 eV. The orbital gap (alpha / beta) comes out at 5.93 / 6.38 eV. The charge is +1. Its HOMO energy (alpha / beta) is -10.0 / -10.4 eV. As for the spin multiplicity: 2.

Each line ends with the Löwdin charge.
CARTESIAN COORDINATES (ANGSTROEM)
1 Re 1.9086 -0.0267 0.5865  1.476
2 Br 4.2251 -0.6439 1.7857  0.979
3 S -0.1969 -2.4573 0.9976  0.979
4 F 3.4263 1.6239 -2.9815  0.202
5 F 1.5117 1.6588 -3.9606  0.187
6 F 1.1335 4.4163 -0.8033  0.165
7 F 1.2882 2.2299 3.2962  0.130
8 F 2.0583 5.3114 0.9030  0.165
9 F 2.5725 -0.6697 -4.7021  0.171
10 F 2.2675 -2.3372 -3.3825  0.157
11 F 3.9831 -1.0775 -3.1383  0.185
12 F 1.6483 2.1030 -1.8604  0.156
13 F 1.1081 4.3511 3.0914  0.175
14 F 3.1838 3.9798 -0.3374  0.191
15 F 3.0264 3.4231 2.9024  0.190
16 O 1.2029 -2.1697 0.4949  -0.605
17 O 2.5414 -0.3588 -1.2320  -0.231
18 O 2.1784 -1.8603 6.4583  0.139
19 O 2.3739 1.9113 0.8742  -0.229
20 N 0.1181 0.5124 -0.1279  -0.084
21 N 1.6634 -0.3707 2.6541  -0.165
22 C 1.5313 2.9603 1.0748  -0.302
23 C 0.7249 -0.9522 4.7657  0.044
24 C -1.5601 -0.7577 -3.8037  -0.259
25 C 2.1464 1.3254 -2.8349  -0.547
26 C -2.6714 2.3058 1.5014  -0.018
27 C -0.1866 -0.8136 -3.5797  0.017
28 C 0.4043 -0.3495 -2.4191  -0.061
29 C -1.1349 -3.0194 -0.4341  -0.387
30 C 1.9895 4.1749 0.1924  -0.559
31 C -2.5066 -2.8212 -0.4090  -0.088
32 C -2.1236 -1.2870 -5.0764  -0.035
33 C 2.8588 -0.7714 3.1224  -0.627
34 C -0.5583 1.4771 0.6431  -0.224
35 C -2.6503 -3.8580 -2.5678  -0.059
36 C 1.9741 -1.3636 5.2487  -0.280
37 C -0.4025 0.1671 -1.3629  -0.197
38 C -0.8161 3.7826 1.2719  0.027
39 C -0.5072 -3.6021 -1.5189  -0.061
40 C -1.8766 1.2639 1.0701  -0.057
41 C -2.1773 3.6072 1.4898  -0.243
42 C -2.3306 -0.1180 -2.8427  -0.019
43 C 3.0749 -1.2676 4.3808  0.015
44 C 0.0050 -4.0802 1.8129  -0.178
45 C 1.7451 3.2970 2.5930  -0.551
46 C 0.0233 2.7277 0.9415  -0.058
47 C -1.2750 -4.0295 -2.5890  -0.051
48 C 2.6909 -1.0651 -3.4313  -0.566
49 C -3.2652 -3.2503 -1.4831  -0.060
50 C -1.7688 0.3272 -1.6685  0.004
51 C -3.0607 4.7839 1.7135  -0.034
52 C 1.9221 -0.1678 -2.4201  -0.312
53 C 0.6185 -0.4651 3.4836  -0.115
54 H -0.3227 -0.1120 3.0914  0.117
55 H 0.4286 -4.7953 1.1159  0.070
56 H -2.2677 0.2561 1.0409  0.108
57 H -0.4135 4.7789 1.3782  0.129
58 H -3.2485 -4.1937 -3.4009  0.116
59 H -2.9765 -2.3433 0.4383  0.109
60 H -3.2093 -1.2495 -5.0838  0.082
61 H -0.1517 -1.0132 5.3893  0.131
62 H -3.6928 2.1172 1.7949  0.121
63 H 0.6796 -3.9433 2.6533  0.051
64 H -1.7988 -2.3135 -5.2351  0.078
65 H 0.5667 -3.7012 -1.5319  0.117
66 H 0.4230 -1.1934 -4.3811  0.124
67 H -2.4799 5.6949 1.8261  0.083
68 H -1.7488 -0.6935 -5.9093  0.093
69 H 4.0559 -1.5684 4.7107  0.135
70 H 1.3833 -1.8531 7.0094  0.142
71 H -2.4065 0.8369 -0.9692  0.095
72 H -3.7145 4.9052 0.8492  0.093
73 H -0.7966 -4.5032 -3.4311  0.119
74 H -3.3832 0.0473 -3.0184  0.122
75 H -0.9690 -4.4100 2.1612  0.068
76 H -3.6847 4.6504 2.5928  0.086
77 H -4.3351 -3.1125 -1.4716  0.115

3.
This record from OMol25 describes C17H39OP3SeY as an isolated structure. The level of theory is ωB97M-V/def2-TZVPD.

The orbital gap (alpha / beta) comes out at 2.96 / 2.93 eV. The charge is +3. Its HOMO energy (alpha / beta) is -16.3 / -16.3 eV.

Each line ends with the Löwdin charge.
CARTESIAN COORDINATES (ANGSTROEM)
1 Y 0.3799 0.0180 1.4213  0.747
2 Se -0.8231 -0.7793 -1.0138  0.956
3 P -2.0200 1.3982 1.5462  0.694
4 P 2.0917 -2.0919 0.6689  0.707
5 P -1.1391 -2.1132 2.7724  0.704
6 O 0.9405 0.7777 3.6015  -0.122
7 C 2.1430 4.0084 -6.2686  -0.124
8 C 3.3525 -2.8501 1.7580  -0.238
9 C 3.1386 -1.3055 -0.6324  -0.263
10 C -0.3314 0.3739 -2.4144  -0.547
11 C -3.6110 0.8185 0.8742  -0.256
12 C 1.4824 -3.5622 -0.2390  -0.263
13 C 2.9885 4.8506 -5.6552  -0.039
14 C -1.6832 2.8200 0.4254  -0.255
15 C 1.0978 2.0615 -3.4385  0.025
16 C -1.0833 0.3126 -3.6085  -0.056
17 C 0.3603 1.9704 -4.6242  0.081
18 C 0.7619 1.2610 -2.3570  -0.087
19 C -0.1426 -3.3618 3.6808  -0.261
20 C -2.5630 2.2266 3.0759  -0.234
21 C -2.3677 -1.6434 4.0505  -0.261
22 C -2.1837 -3.2398 1.7470  -0.258
23 C -0.7307 1.0923 -4.7017  0.030
24 H -2.7933 -2.5689 4.4609  0.069
25 H 4.1932 -2.1610 1.9025  0.065
26 H -3.5019 0.5790 -0.1884  0.034
27 H -2.4420 3.6000 0.5758  0.074
28 H -1.7409 2.8314 3.4790  0.061
29 H -4.3711 1.6001 1.0056  0.076
30 H -1.9305 -0.3640 -3.6634  0.124
31 H -2.6189 -4.0182 2.3941  0.073
32 H -3.9408 -0.0877 1.3978  0.043
33 H -1.5809 -3.7206 0.9632  0.035
34 H -0.6905 3.2280 0.6612  0.044
35 H 2.6385 5.8241 -5.2884  0.067
36 H 2.6084 -1.2486 -1.5927  0.043
37 H -3.4153 2.8763 2.8392  0.075
38 H -1.8859 -1.0897 4.8672  0.051
39 H 4.0568 4.6188 -5.5571  0.067
40 H 1.9409 2.7566 -3.3685  0.138
41 H 1.3161 1.3353 0.3353  -0.096
42 H 0.4693 -3.9796 3.0090  0.041
43 H 2.3383 -4.1936 -0.5184  0.074
44 H -2.8637 1.4918 3.8347  0.048
45 H -0.8318 -4.0121 4.2363  0.068
46 H 0.5209 -2.8605 4.3995  0.051
47 H -3.0007 -2.6808 1.2684  0.044
48 H 3.3607 -0.2787 -0.3106  0.033
49 H 1.0907 4.2895 -6.4291  0.062
50 H 0.5305 0.5338 4.4555  0.109
51 H 0.9412 -3.2444 -1.1378  0.026
52 H 3.7238 -3.7960 1.3391  0.074
53 H 1.3536 1.3363 -1.4385  0.019
54 H 0.6472 2.5777 -5.4749  0.079
55 H -3.1802 -1.0314 3.6366  0.036
56 H 2.4784 3.0430 -6.6762  0.068
57 H 2.8875 -3.0488 2.7344  0.036
58 H 0.7974 -4.1519 0.3840  0.040
59 H -1.3060 1.0203 -5.6241  0.146
60 H -1.6739 2.5060 -0.6273  0.037
61 H 4.0812 -1.8566 -0.7587  0.073
62 H 1.7352 1.3031 3.8060  0.115

4.
This record from OMol25 describes a 2-piece molecular cluster, C2H6NP overall. The level of theory is ωB97M-V/def2-TZVPD.

The calculation puts the energy relative to the best compared isomer or geometry (same formula, charge and spin) at 2.927 eV. The orbital gap (alpha / beta) comes out at 7.57 / 7.57 eV. Its HOMO energy (alpha / beta) is -7.1 / -7.1 eV.

Each line ends with the Löwdin charge.
CARTESIAN COORDINATES (ANGSTROEM)
1 P 0.7331 -1.4265 1.4105  0.852
2 N 0.5876 -0.2614 0.3432  -0.617
3 C 0.6949 -1.4383 -0.3973  -0.453
4 C 0.2915 0.9257 -0.0227  -0.077
5 H 1.6094 -1.5907 -0.9350  0.048
6 H -1.8286 1.3611 0.4558  0.000
7 H -0.0166 1.6733 0.6537  0.028
8 H -2.5631 1.4018 0.6926  0.060
9 H 0.4912 1.1677 -1.0667  0.089
10 H 0.0005 -1.8127 -1.1342  0.069

| no. | M (g/mol) |
| --- | --- |
| 1 | 790.100 |
| 2 | 1026.708 |
| 3 | 520.286 |
| 4 | 75.051 |